(one)
Formula: C2H4OS2
Source: the Open Molecules 2025 dataset
Level of theory: wB97M-V/def2-TZVPD

Structure (XYZ):
```
9
Properties=species:S:1:pos:R:3:nbo_charge:R:1
C 0.35010 -0.89638 -0.01638 -0.124
C -0.78149 0.23766 0.00231 -0.307
H 2.13236 -0.35810 0.65014 0.487
H 0.16300 -1.48081 -0.93768 0.206
H 0.13255 -1.45075 0.87574 0.198
H -1.18930 2.48776 -0.43350 0.149
O 1.58965 -0.34265 -0.13837 -0.708
S -0.04256 1.86947 0.01004 0.065
S -2.35432 -0.06619 -0.01231 0.034
```

Calculated values
**Charge**: 0
**Kohn-Sham gap**: 8.562 eV
**Structure (SMILES)**: OCC(=S)S


(two)
Formula: C2H4OS2
Source: the Open Molecules 2025 dataset
Level of theory: wB97M-V/def2-TZVPD

Structure (XYZ):
```
9
Properties=species:S:1:pos:R:3:nbo_charge:R:1
C -0.73621 -0.55329 0.19695 -0.787
C 2.26252 -0.98592 0.43904 -0.480
O -2.87086 -1.20160 1.62092 -0.891
S -1.89665 -1.64023 0.64606 1.194
S 2.99970 -1.68701 -0.81973 0.079
H 2.24476 -1.42290 1.48113 0.212
H -0.84241 0.44753 0.63783 0.237
H 1.89263 -0.01990 0.21804 0.186
H -0.00897 -0.79275 -0.59528 0.251
```

Calculated values
**Charge**: 0
**Kohn-Sham gap**: 8.313 eV


(three)
Formula: C2H4OS2
Source: the Open Molecules 2025 dataset
Level of theory: wB97M-V/def2-TZVPD

Structure (XYZ):
```
9
Properties=species:S:1:pos:R:3:nbo_charge:R:1
C 0.49943 0.03873 -1.06803 -0.301
C -0.10935 0.66083 -0.06022 -0.345
O -0.71646 -1.04636 2.42377 -0.780
S -1.70514 -1.72419 1.49435 0.492
S 0.56576 0.46968 1.67084 0.268
H -0.02284 0.09049 -2.00939 0.204
H 1.23869 -0.63254 -0.92781 0.203
H -0.79211 1.46437 -0.15684 0.210
H -1.19307 -2.97458 1.37514 0.049
```

Calculated values
**Charge**: 0
**Kohn-Sham gap (spin up / spin down)**: 7.299 / 7.070 eV
**Structure (SMILES)**: C=CSOS


(four)
Formula: C2H4OS2
Source: the Open Molecules 2025 dataset
Level of theory: wB97M-V/def2-TZVPD

Structure (XYZ):
```
9
Properties=species:S:1:pos:R:3:nbo_charge:R:1
C -0.08037 0.05370 -0.64722 -0.068
C 0.31715 -0.18461 1.38497 -0.568
O -0.73981 1.28086 -0.80709 -0.721
S -0.46009 -1.44671 -1.36935 0.129
S 1.33070 -0.40729 -1.58681 0.084
H 1.22227 -0.84533 1.39564 0.238
H -0.59981 -0.71397 1.61020 0.195
H 0.00993 0.75133 1.74155 0.223
H -0.99996 1.51202 -1.72188 0.487
```

Calculated values
**Charge**: 0
**Kohn-Sham gap**: 8.429 eV


Name the least stable of them. (three).


(one)
Formula: C3H9N2
Source: the Open Molecules 2025 dataset
Level of theory: wB97M-V/def2-TZVPD

Structure (XYZ):
```
14
Properties=species:S:1:pos:R:3:mulliken_spin:R:1
C 1.14249 -1.19575 -0.85869 -0.003
N 2.04721 -0.66874 -0.09607 -0.003
H 0.68891 -0.66566 -1.68743 0.004
H 0.68418 -2.08269 -0.42880 0.002
H 2.65630 -1.27977 0.45033 -0.001
H 1.98717 0.30674 0.18851 0.003
C -0.77642 1.82764 0.60178 0.452
C -0.96842 0.43442 0.68166 0.186
N -1.55752 -0.25743 -0.30512 0.276
H -1.27260 2.32249 -0.22903 0.038
H -0.23050 2.33653 1.38527 0.023
H -0.72170 -0.00917 1.64563 0.019
H -1.91878 0.39929 -0.99751 -0.004
H -2.29762 -0.83815 0.11281 0.007
```

Calculated values
**Charge**: +2
**Spin multiplicity**: 2
**Kohn-Sham gap (spin up / spin down)**: 10.063 / 9.704 eV
**Expectation value of S²**: 0.76


(two)
Formula: C3H9N2
Source: the Open Molecules 2025 dataset
Level of theory: wB97M-V/def2-TZVPD

Structure (XYZ):
```
14
Properties=species:S:1:pos:R:3:mulliken_spin:R:1
C 1.65535 -1.14179 0.87298 0.189
C 1.42852 -0.03586 -0.25365 0.090
N -2.12588 0.75472 -0.25806 0.266
C -1.09009 0.00426 -0.24111 -0.090
N 0.13636 0.57697 -0.15243 0.496
H 0.86248 -1.87389 0.91233 0.001
H 2.57861 -1.61965 0.55263 -0.003
H 1.85560 -0.61838 1.80472 0.011
H 2.11057 0.79184 -0.13022 -0.007
H 1.46217 -0.57499 -1.22087 0.082
H -2.99914 0.35748 0.11183 -0.008
H -2.16875 1.71811 -0.60413 -0.007
H -1.25148 -1.04125 0.00579 0.000
H 0.15586 1.58515 0.01845 -0.021
```

Calculated values
**Charge**: +2
**Spin multiplicity**: 2
**Kohn-Sham gap (spin up / spin down)**: 11.532 / 7.752 eV
**Expectation value of S²**: 0.77


Name the least stable of them. (one).


(one)
Formula: C2H6N2O2S
Source: the Open Molecules 2025 dataset
Level of theory: wB97M-V/def2-TZVPD

Structure (XYZ):
```
13
Properties=species:S:1:pos:R:3:nbo_charge:R:1
C -1.74861 -0.66784 -0.13783 0.236
C -2.32130 0.59357 -0.63995 -0.276
N 0.98595 -0.95975 -0.88875 -1.017
N 2.08695 -0.21045 1.27617 -1.026
O 0.77862 1.40128 -0.29604 -0.965
O -2.47505 0.10537 0.64683 -0.451
S 0.55729 0.12382 0.32899 1.562
H -1.57172 1.42072 -0.71577 0.216
H -3.34649 0.62134 -1.23857 0.198
H 0.73214 -1.87506 -0.67064 0.385
H 2.00356 -0.89450 -0.98048 0.384
H 1.80803 -0.33728 2.24530 0.376
H 2.51062 0.67877 1.07071 0.378
```

Calculated values
**Charge**: 0
**Kohn-Sham gap**: 9.214 eV


(two)
Formula: C2H6N2O2S
Source: the Open Molecules 2025 dataset
Level of theory: wB97M-V/def2-TZVPD

Structure (XYZ):
```
13
Properties=species:S:1:pos:R:3:nbo_charge:R:1
C -1.13125 0.35819 -0.64903 -0.586
C -0.05876 0.54100 0.35924 0.332
H -0.41303 -1.87309 -0.68052 0.157
H -2.11344 0.20614 -0.20100 0.251
H -1.14346 1.18866 -1.39492 0.242
H 1.04657 1.81771 -0.85679 0.370
H 2.09775 0.63263 1.21059 0.475
H 0.06498 -1.97121 2.06632 0.491
N 0.77567 1.66924 0.16033 -0.304
N 0.28030 -0.25992 1.29800 -0.244
O 1.97279 1.60018 0.97018 -0.563
O -0.52328 -1.40735 1.43098 -0.577
S -0.71170 -1.05024 -1.73891 -0.044
```

Calculated values
**Charge**: 0
**Kohn-Sham gap**: 9.796 eV
**Structure (SMILES)**: O/N=C(\CS)NO


Name the least stable of them. (one).


(one)
Formula: C2H6N2O2S
Source: the Open Molecules 2025 dataset
Level of theory: wB97M-V/def2-TZVPD

Structure (XYZ):
```
13
Properties=species:S:1:pos:R:3:nbo_charge:R:1
C -2.74383 -0.34734 0.39594 -0.370
C -2.32053 0.30838 -0.63680 -0.424
N 3.73045 -0.69875 -0.61916 -0.214
N 2.96774 0.16651 -0.14595 -0.330
O 0.57736 1.52398 0.79941 -0.888
O 1.03815 -0.90547 1.13307 -0.912
S 0.78999 0.23667 0.26109 1.685
H -2.46932 -1.34568 0.74108 0.199
H -3.39561 0.26490 1.11006 0.196
H -1.86252 0.06247 -1.61237 0.207
H 3.09575 -1.19909 -1.31428 0.315
H -2.86446 1.24605 -0.72024 0.190
H 3.45685 0.68737 0.60816 0.346
```

Calculated values
**Charge**: 0
**Kohn-Sham gap**: 9.381 eV


(two)
Formula: C2H6N2O2S
Source: the Open Molecules 2025 dataset
Level of theory: wB97M-V/def2-TZVPD

Structure (XYZ):
```
13
Properties=species:S:1:pos:R:3:nbo_charge:R:1
C -0.78939 0.61249 0.04954 0.240
C 0.78158 -1.20003 -0.15742 -0.421
N -1.14940 1.79737 0.35970 -0.730
N 0.50836 0.19234 0.05870 -0.607
O -3.45079 0.66145 -0.25682 -0.871
O -2.20004 -1.50987 0.75882 -0.907
S -2.20762 -0.52176 -0.35456 1.420
H -0.19211 -1.73168 -0.29137 0.224
H 1.19173 -1.69935 0.75170 0.205
H 1.41202 -1.28976 -1.03841 0.199
H -0.38605 2.23898 0.77745 0.339
H -3.02113 1.52437 -0.41508 0.515
H 1.21038 0.85064 0.04126 0.394
```

Calculated values
**Charge**: 0
**Kohn-Sham gap**: 10.041 eV


Name the least stable of them. (one).


(one)
Formula: C3H5IO
Source: the Open Molecules 2025 dataset
Level of theory: wB97M-V/def2-TZVPD

Structure (XYZ):
```
10
Properties=species:S:1:pos:R:3:nbo_charge:R:1
C 1.58480 -0.61086 -0.86661 -0.503
C -0.20683 -1.02006 0.13620 0.214
C -0.86681 1.18970 0.38136 -0.265
O -1.14692 -0.18086 0.44664 -0.520
I -0.91253 -2.99673 -0.15054 0.176
H 2.05863 -1.51491 -0.57800 0.147
H 1.86831 0.32183 -0.43884 0.131
H 0.18782 1.44052 0.29034 0.208
H -1.05519 1.85609 1.16161 0.206
H -1.51128 1.51528 -0.38215 0.204
```

Calculated values
**Charge**: 0
**Kohn-Sham gap (spin up / spin down)**: 7.514 / 7.521 eV


(two)
Formula: C3H5IO
Source: the Open Molecules 2025 dataset
Level of theory: wB97M-V/def2-TZVPD

Structure (XYZ):
```
10
Properties=species:S:1:pos:R:3:nbo_charge:R:1
C 0.10518 -0.35901 1.83457 0.492
C -0.01845 0.84293 -1.00185 -0.686
C -0.31753 -0.51901 -0.47156 -0.390
O 0.29533 0.72993 2.20848 -0.474
I 0.93595 -2.12354 -1.02782 0.087
H 0.29482 -1.29367 2.28893 0.142
H 0.96207 0.92384 -0.98514 0.216
H -0.64947 0.98559 -1.84357 0.220
H -0.32025 1.56261 -0.29115 0.229
H -1.28765 -0.74967 -0.71089 0.165
```

Calculated values
**Charge**: 0
**Kohn-Sham gap (spin up / spin down)**: 8.556 / 8.555 eV


Name the least stable of them. (one).


(one)
Formula: C3H5IO
Source: the Open Molecules 2025 dataset
Level of theory: wB97M-V/def2-TZVPD

Structure (XYZ):
```
10
Properties=species:S:1:pos:R:3:nbo_charge:R:1
C -0.02267 1.37876 0.45571 -0.131
C 0.37102 0.11114 -0.09512 0.084
C -0.71832 -0.88663 -0.17137 -0.319
O 0.43888 1.21671 -0.86392 -0.469
I 2.39072 -0.41582 0.52190 0.052
H -1.04921 1.34798 0.59045 0.184
H 0.68571 1.97646 1.08327 0.209
H -1.52144 -0.76257 -0.81846 0.199
H -0.90742 -1.23819 0.84955 0.195
H 0.33274 -2.72784 -1.55200 -0.005
```

Calculated values
**Charge**: 0
**Kohn-Sham gap (spin up / spin down)**: 8.802 / 8.670 eV


(two)
Formula: C3H5IO
Source: the Open Molecules 2025 dataset
Level of theory: wB97M-V/def2-TZVPD

Structure (XYZ):
```
10
Properties=species:S:1:pos:R:3:nbo_charge:R:1
C -1.05044 -0.20712 -1.73446 -0.483
C -0.65765 -1.43996 -0.41348 0.147
C 0.54717 -0.28542 1.24710 -0.252
O 0.29846 -1.44710 0.47754 -0.537
I -1.36170 -3.33732 -0.90640 0.175
H -1.97987 -0.44440 -2.20291 0.184
H -0.80628 0.79763 -1.43993 0.172
H 1.13224 -0.62741 2.10358 0.205
H -0.39412 0.15665 1.58514 0.196
H 1.11772 0.44833 0.67196 0.193
```

Calculated values
**Charge**: 0
**Kohn-Sham gap (spin up / spin down)**: 8.619 / 7.760 eV
**Structure (SMILES)**: C=C(I)OC


(three)
Formula: C3H5IO
Source: the Open Molecules 2025 dataset
Level of theory: wB97M-V/def2-TZVPD

Structure (XYZ):
```
10
Properties=species:S:1:pos:R:3:nbo_charge:R:1
C 1.26246 -1.21053 -0.12822 -0.357
C 0.24538 -0.41862 -0.48061 -0.260
C -0.32497 0.67652 0.45877 0.344
O -0.49983 1.74705 -0.29714 -0.674
I -2.86001 -0.54232 0.46276 -0.433
H 1.72591 -1.92967 -0.84558 0.214
H 1.87072 -1.24772 0.87055 0.212
H -0.25700 -0.40656 -1.39806 0.235
H -0.16612 0.77718 1.48263 0.192
H -0.99653 2.55467 -0.12510 0.527
```

Calculated values
**Charge**: 0
**Kohn-Sham gap (spin up / spin down)**: 7.481 / 7.480 eV


Name the least stable of them. (one).